<a>
The following is a DFT calculation (ωB97M-V/def2-TZVPD) of the molecule C4H6N2S.

Summary:
lowest unoccupied orbital energy: -0.26 eV
SMILES string: [H]/N=C/N(C=C)C=S

Each line ends with the Löwdin charge.
Atoms and positions in Å:
C (2.598, 0.582, -0.511)  -0.0336
C (1.659, 0.684, 0.338)  -0.2123
C (-0.038, -0.787, -0.931)  -0.2258
C (-0.588, 0.387, 1.102)  -0.6854
H (2.402, -0.163, -1.303)  0.0275
H (3.794, 0.576, -0.038)  0.1570
H (1.558, 1.448, 1.159)  0.1209
H (-1.050, -1.323, -0.783)  0.0829
H (-0.160, -1.318, -2.910)  0.1037
H (-0.369, 0.825, 2.073)  0.0549
N (0.434, -0.137, 0.302)  -0.1195
N (0.532, -0.922, -2.131)  0.0454
S (-2.170, 0.135, 0.914)  0.6843

***

<b>
The following is a DFT calculation (ωB97M-V/def2-TZVPD) of the molecule C4H6N2S.

Summary:
lowest unoccupied orbital energy: 0.73 eV
SMILES string: N/N=C1\C=CCS1

Each line ends with the Löwdin charge.
Atoms and positions in Å:
C (-0.496, -0.141, 0.000)  -0.6280
C (2.057, 0.159, 0.027)  -0.5110
C (1.265, 1.454, -0.024)  -0.1250
C (-0.067, 1.248, -0.003)  -0.1106
H (-2.631, 0.997, 0.598)  0.0746
H (-3.592, -0.294, 0.195)  0.0746
H (2.733, 0.212, 0.927)  0.0961
H (2.721, 0.198, -0.854)  0.0815
H (1.805, 2.370, -0.113)  0.0982
H (-0.855, 2.044, -0.004)  0.1147
N (-2.779, 0.241, -0.083)  -0.0186
N (-1.705, -0.612, -0.035)  -0.0855
S (0.915, -1.203, 0.005)  0.9391

***

Which structure loses on stability? <a> does.

***

<a>
The following is a DFT calculation (ωB97M-V/def2-TZVPD) of a cluster of 4 separate species, C2H12N2O3 in total.

Summary:
lowest unoccupied orbital energy: 0.45 eV
SMILES string: N/C=C/N.O.O.O

Each line ends with the Löwdin charge.
Atoms and positions in Å:
C (0.308, -1.264, 0.781)  -0.2027
C (-0.846, -0.555, 0.598)  -0.1915
N (-1.963, -0.577, 1.481)  0.0176
N (1.638, -0.700, 0.467)  -0.0175
H (0.240, -2.268, 1.192)  0.0940
H (-1.145, -0.046, -0.357)  0.1214
H (-2.284, 0.344, 1.712)  0.0696
H (-1.667, -0.967, 2.351)  0.0619
H (1.964, -1.285, -0.298)  0.0756
H (2.126, -0.964, 1.318)  0.0843
H (-1.227, -1.661, -3.245)  0.0593
H (-2.411, -2.510, -3.489)  0.0544
O (-2.227, -1.588, -3.153)  -0.1150
H (1.704, 0.453, -0.909)  -0.0291
H (1.607, 1.657, -1.776)  0.0348
O (2.246, 0.939, -1.584)  -0.1137
H (0.476, 3.168, 1.047)  0.0602
H (0.568, 3.830, 2.392)  0.0458
O (0.894, 3.994, 1.470)  -0.1095

***

<b>
The following is a DFT calculation (ωB97M-V/def2-TZVPD) of a cluster of 4 separate species, C2H12N2O3 in total.

Summary:
lowest unoccupied orbital energy: 0.76 eV
SMILES string: [H]/N=C/NC.O.O.O

Each line ends with the Löwdin charge.
Atoms and positions in Å:
C (0.555, -2.899, 1.196)  -0.0857
N (-0.041, -1.599, 0.899)  -0.0783
C (-1.352, -1.313, 1.189)  -0.3256
N (-1.829, -0.116, 1.272)  0.0570
H (1.546, -2.720, 0.782)  0.0851
H (-0.025, -3.664, 0.649)  0.0847
H (0.488, -3.179, 2.249)  0.0758
H (0.466, -0.725, 0.901)  0.1162
H (-1.969, -2.172, 0.883)  0.1288
H (-2.830, -0.277, 1.356)  0.0364
H (-0.337, 4.076, -2.439)  0.0351
H (0.428, 3.135, -1.526)  -0.0216
O (0.528, 3.974, -2.019)  -0.0897
H (2.707, -0.203, -2.030)  0.0278
H (1.627, 0.807, -1.670)  0.0157
O (1.761, -0.075, -2.019)  -0.0501
H (-0.638, 1.561, 0.383)  0.0113
H (-0.661, 3.109, 0.189)  0.0588
O (-0.423, 2.280, -0.243)  -0.0816

***

Which structure loses on stability? <a> does.

***

<a>
The following is a DFT calculation (ωB97M-V/def2-TZVPD) of a cluster of 4 separate species, C2H12N2O3 in total.

Summary:
lowest unoccupied orbital energy: 0.51 eV
SMILES string: N/C=C/N.O.O.O

Each line ends with the Löwdin charge.
Atoms and positions in Å:
C (0.031, -0.558, -0.961)  -0.2167
C (-0.147, -0.229, -2.304)  -0.2520
N (0.477, 0.819, -2.954)  -0.0418
N (-0.798, -1.546, -0.361)  -0.0152
H (0.922, -0.358, -0.330)  0.1118
H (-1.063, -0.733, -2.887)  0.1468
H (-0.071, 1.289, -3.703)  0.1046
H (1.411, 0.403, -3.273)  0.1292
H (-1.653, -1.215, 0.008)  0.0172
H (-0.299, -2.008, 0.483)  0.1175
H (2.573, -2.154, 5.244)  0.0703
H (2.605, -1.835, 6.760)  -0.0035
O (2.925, -2.449, 6.136)  -0.0668
H (-2.528, 1.290, -0.719)  -0.0414
H (-2.751, 0.215, 0.230)  -0.0235
O (-3.150, 0.911, -0.209)  0.0374
H (0.699, 2.279, -1.417)  -0.0187
H (-0.313, 2.658, -0.335)  0.0498
O (0.651, 2.786, -0.585)  -0.1050

***

<b>
The following is a DFT calculation (ωB97M-V/def2-TZVPD) of a cluster of 4 separate species, C2H12N2O3 in total.

Summary:
lowest unoccupied orbital energy: 0.40 eV
SMILES string: N/C=C/N.O.O.O

Each line ends with the Löwdin charge.
Atoms and positions in Å:
C (1.645, -0.307, -0.290)  -0.2266
C (0.890, -0.968, 0.648)  -0.2328
N (1.209, -1.158, 1.987)  0.0520
N (1.075, 0.904, -0.907)  -0.0197
H (2.432, -0.708, -0.924)  0.0782
H (-0.176, -1.080, 0.443)  0.0964
H (2.170, -1.484, 2.097)  0.0997
H (0.527, -1.661, 2.541)  0.0771
H (0.087, 0.605, -0.806)  0.0600
H (0.972, 1.620, -0.191)  0.0568
H (4.893, 1.341, -2.295)  0.0275
H (3.429, 1.381, -1.649)  0.0073
O (4.170, 0.833, -1.925)  -0.0723
H (-5.730, 0.200, -2.407)  0.0315
H (-6.822, -0.825, -1.990)  0.0293
O (-6.667, 0.096, -2.217)  -0.0608
H (-0.652, 0.702, 2.676)  0.0271
H (-1.934, -0.034, 2.930)  0.0355
O (-1.517, 0.542, 2.279)  -0.0662

***

Which structure loses on stability? <b> does.

***

<a>
The following is a DFT calculation (ωB97M-V/def2-TZVPD) of a cluster of 2 separate species, C2H8S4 in total.

Summary:
lowest unoccupied orbital energy: 0.34 eV
SMILES string: CSS.CSS

Each line ends with the Löwdin charge.
Atoms and positions in Å:
S (-6.533, -6.536, 3.593)  0.2808
S (-7.563, -7.604, 5.031)  0.3239
C (-6.667, -7.246, 6.617)  -0.4647
H (-7.042, -5.303, 3.798)  -0.2189
H (-5.643, -7.655, 6.642)  0.0345
H (-7.268, -7.755, 7.388)  0.0278
H (-6.621, -6.170, 6.859)  0.0172
S (-5.797, -2.058, 5.663)  0.3013
S (-7.326, -2.031, 7.086)  0.3589
C (-8.404, -3.284, 6.456)  -0.5355
H (-5.308, -3.216, 6.154)  -0.1997
H (-9.092, -2.732, 5.794)  0.0295
H (-8.996, -3.788, 7.238)  0.0437
H (-7.882, -4.051, 5.859)  0.0010

***

<b>
The following is a DFT calculation (ωB97M-V/def2-TZVPD) of a cluster of 2 separate species, C2H8S4 in total.

Summary:
lowest unoccupied orbital energy: 0.47 eV
SMILES string: CSS.CSS

Each line ends with the Löwdin charge.
Atoms and positions in Å:
C (-3.232, 1.605, 0.751)  -0.5015
S (-2.565, 0.166, 1.624)  0.3441
S (-4.274, -0.554, 2.574)  0.2791
H (-3.335, 2.475, 1.400)  0.0329
H (-2.472, 1.797, -0.016)  0.0283
H (-4.172, 1.348, 0.268)  0.0255
H (-5.036, 0.535, 2.529)  -0.2084
C (3.000, -1.732, -1.156)  -0.5193
S (2.972, -0.053, -1.778)  0.3438
S (4.753, 0.697, -1.059)  0.2872
H (3.906, -2.313, -1.326)  0.0346
H (2.711, -1.757, -0.113)  0.0251
H (2.234, -2.251, -1.749)  0.0291
H (5.511, 0.037, -1.948)  -0.2004

***

Which structure loses on stability? <b> does.